1.
Here is one molecule with the formula C4H6N2O in a non-equilibrium geometry from the Open Molecules 2025 dataset. Energies are from ωB97M-V/def2-TZVPD.

```
13
Properties=species:S:1:pos:R:3:forces:R:3:lowdin_charge:R:1
C -2.334360 0.129955 0.111915 0.12 -0.15 0.00 -0.036
C -0.969949 0.058022 -0.538787 -0.02 0.39 -0.42 -0.482
N -0.767490 0.050263 -1.777747 -1.11 -0.15 -0.56 0.280
O 1.687719 -0.236669 -1.614773 0.09 0.17 1.08 0.045
C 1.519580 -0.100433 -0.404905 1.02 -0.53 -0.83 -0.548
N 2.567745 -0.255614 0.486309 -0.05 -0.05 -0.04 0.135
C 0.244416 0.221073 0.205961 -0.14 0.43 0.80 0.053
H -3.124980 0.180384 -0.638754 0.16 -0.04 0.09 0.078
H -2.466218 -0.762515 0.729978 -0.10 0.12 -0.03 0.082
H -2.387493 1.011760 0.756538 0.00 -0.11 -0.06 0.080
H 2.363437 -0.571903 1.421702 -0.02 0.13 -0.05 0.092
H 3.399095 -0.654817 0.074503 -0.08 0.06 0.01 0.103
H 0.208038 0.821867 1.112847 0.14 -0.27 0.02 0.117
```
Forces are in eV/Å.

Computed properties:
- gap between HOMO and LUMO (spin up / spin down) (eV) = 7.410 / 9.074
- F_max (eV Å⁻¹) = 1.4
- energy (eV) = -9269.9308
- net charge = 0
- highest occupied orbital energy (spin up / spin down) (eV) = -8.90 / -9.01
- relative energy (zero: lowest compared OMol25 entry of this formula, charge and spin) (kJ/mol) = 344.6

---

2.
Here is one molecule with the formula C2H4N2 in a non-equilibrium geometry from the Open Molecules 2025 dataset. Energies are from ωB97M-V/def2-TZVPD.

```
8
Properties=species:S:1:pos:R:3:forces:R:3:lowdin_charge:R:1
H -1.768377 0.963421 -1.218343 0.82 -1.09 0.15 0.050
N -0.780392 0.992787 -1.522286 0.59 0.05 1.71 0.057
C 0.205412 0.693384 -0.750682 0.41 1.12 0.77 -0.261
N 0.367367 0.154326 0.687461 -1.69 3.04 -4.16 -0.001
C 0.261564 -1.015245 1.066034 0.72 -2.10 2.03 -0.106
H 1.119128 1.300332 -1.041417 -0.40 -1.60 0.30 0.105
H 0.270948 -1.051876 2.168536 0.06 -0.54 -0.22 0.067
H 0.324349 -2.037130 0.610698 -0.51 1.13 -0.58 0.089
```
Forces are in eV/Å.

Computed properties:
- gap between HOMO and LUMO (eV) = 10.196
- SMILES = [H]/N=C\N=C
- F_max (eV Å⁻¹) = 5.4
- energy (eV) = -5116.5413
- net charge = 0
- highest occupied orbital energy (eV) = -9.21
- relative energy (zero: lowest compared OMol25 entry of this formula, charge and spin) (kJ/mol) = 233.4

---

3.
Here is one molecule with the formula C5H9N in a non-equilibrium geometry from the Open Molecules 2025 dataset. Energies are from ωB97M-V/def2-TZVPD.

```
15
Properties=species:S:1:pos:R:3:forces:R:3:lowdin_charge:R:1
C 0.550617 -0.881287 1.300695 -1.92 1.88 -2.24 0.022
N 0.883008 -0.368511 -2.261312 0.58 2.08 0.13 0.058
C -0.161523 -0.344244 -1.279714 0.10 1.74 -3.35 -0.303
C -0.158013 0.052491 0.144646 2.15 -3.06 3.77 -0.590
C -1.399133 0.301642 0.712810 -0.31 4.03 -1.84 0.144
C -0.237225 1.507408 0.332187 0.36 -2.18 2.80 -0.042
H 0.388381 -0.240456 2.144419 0.48 -0.36 0.90 0.067
H 0.043489 -1.818445 1.336549 -0.94 -0.41 0.26 0.070
H 1.515665 -1.147162 1.074805 2.84 -0.01 -0.30 0.037
H -0.138684 -1.298826 -1.667516 -1.58 -4.46 0.55 0.095
H 1.810769 -0.829840 -2.054194 -1.48 0.68 0.80 0.054
H -1.148004 0.123261 -1.627107 1.34 -0.41 -0.53 0.144
H -2.180735 0.952134 1.027031 -0.83 -0.49 0.39 0.084
H -0.023308 2.191596 -0.432027 -0.68 0.53 -1.66 0.079
H 0.254696 1.800239 1.248726 -0.13 0.44 0.30 0.081
```
Forces are in eV/Å.

Computed properties:
- gap between HOMO and LUMO (eV) = 4.708
- F_max (eV Å⁻¹) = 5.3
- energy (eV) = -6810.3079
- net charge = 0
- highest occupied orbital energy (eV) = -6.59
- relative energy (zero: lowest compared OMol25 entry of this formula, charge and spin) (kJ/mol) = 1031.1

---

4.
Here is a 2-piece molecular cluster, CH3N4P overall in a non-equilibrium geometry from the Open Molecules 2025 dataset. Energies are from ωB97M-V/def2-TZVPD.

```
9
Properties=species:S:1:pos:R:3:forces:R:3:lowdin_charge:R:1
C 0.337158 -0.828710 -1.147562 -0.29 1.04 0.37 -0.299
N 0.963914 -1.775698 -0.534059 -0.01 -0.29 -2.12 -0.082
N 0.923272 -1.693391 0.791340 0.39 -0.58 2.22 -0.148
N 0.147075 -0.833384 1.291397 0.02 0.37 0.85 -0.210
N -0.987493 1.493098 0.563444 3.12 3.64 2.25 -0.288
P -0.673723 -0.016172 0.113173 -0.13 -1.96 -1.35 0.735
H 0.171210 -0.856531 -2.207738 0.09 -0.01 -0.24 0.049
H 0.292086 2.368934 1.323261 -2.97 -2.23 -2.00 0.260
H -1.173499 2.141852 -0.193256 -0.22 0.02 0.01 -0.017
```
Forces are in eV/Å.

Computed properties:
- gap between HOMO and LUMO (spin up / spin down) (eV) = 7.163 / 7.210
- F_max (eV Å⁻¹) = 5.3
- energy (eV) = -16328.9494
- net charge = 0
- highest occupied orbital energy (spin up / spin down) (eV) = -9.15 / -9.14
- relative energy (zero: lowest compared OMol25 entry of this formula, charge and spin) (kJ/mol) = 286.5